(1)
{"formula": "C6H17NO3", "method": "ωB97M-V/def2-TZVPD", "species": ["C", "C", "C", "C", "C", "N", "C", "H", "H", "H", "H", "H", "H", "H", "H", "H", "H", "H", "O", "H", "H", "O", "H", "H", "O", "H", "H"], "xyz": [[-2.48889, -2.16171, -0.60671], [-1.52997, -1.71368, 0.22820], [-1.22494, -0.28742, 0.34338], [-1.74514, 0.42575, 1.34478], [-1.97764, 1.89615, 1.42469], [-0.08871, 0.24685, -0.44529], [-0.59390, 0.84846, -1.64406], [-2.80040, -3.20509, -0.39079], [-2.68722, -1.64836, -1.52899], [-1.10314, -2.22169, 1.07491], [-2.31002, -0.26359, 1.98565], [-2.53919, 2.02273, 2.31802], [-2.40695, 2.15497, 0.45616], [-1.14196, 2.59227, 1.55103], [0.42304, 0.85402, 0.19674], [0.18179, 0.80352, -2.47964], [-1.05884, 1.82581, -1.46286], [-1.38221, 0.29827, -2.15876], [2.67182, 2.57034, 0.50889], [3.06726, 2.47413, 1.37724], [3.35669, 2.83636, -0.11534], [3.62546, -0.25537, -0.28327], [2.69594, -0.26011, -0.52792], [3.92313, -1.16711, -0.26770], [1.23514, -2.25202, -0.49420], [0.78809, -1.65222, 0.11218], [0.68551, -2.06148, -1.26301]], "atomic_forces_ev_per_a": [[1.984, -1.715, 1.508], [-1.737, 0.504, -0.344], [2.616, 1.599, 0.109], [-0.420, -1.744, -0.545], [1.298, -0.027, -0.280], [-1.763, -0.950, 1.172], [0.920, 0.521, -2.260], [-0.037, 0.736, -0.888], [-0.788, 0.248, 0.053], [-0.378, -1.016, 0.073], [-0.311, 0.822, 0.171], [-1.196, 0.664, 0.220], [-0.696, 0.450, 0.554], [0.462, -0.488, -0.078], [-0.155, 0.382, -0.796], [-0.605, 0.920, 1.174], [0.551, 0.179, -0.386], [-0.221, -0.643, 0.705], [-0.550, 0.192, -0.235], [0.323, -0.036, -0.121], [0.057, -0.205, 0.341], [0.429, 0.488, 0.113], [-0.067, -0.371, 0.003], [-0.338, -0.158, -0.105], [-0.033, -0.180, -0.099], [0.439, 0.082, 0.215], [0.217, -0.251, -0.275]], "orbital_gap_ha": 0.3506, "e_homo_ev": -8.893, "e_tot_ev": -14127.4187, "relative_energy_kcal_mol": 96.4, "spin_multiplicity": 1, "total_charge": 0}


(2)
{"formula": "C6H17NOS", "method": "ωB97M-V/def2-TZVPD", "species": ["C", "C", "C", "C", "N", "C", "C", "S", "H", "H", "H", "H", "H", "H", "H", "H", "H", "H", "H", "H", "H", "H", "H", "O", "H", "H"], "xyz": [[-2.43405, -2.53180, 0.46652], [-1.70893, -1.23906, 0.12810], [-0.20975, -1.34470, -0.20615], [0.77898, -0.69555, 0.88062], [0.57157, 0.82691, 0.89286], [1.22627, 1.43196, -0.36119], [2.71884, 1.30661, -0.57801], [2.96164, 1.49333, -2.39264], [-3.59481, -2.35839, 0.42208], [-2.32912, -3.26497, -0.37497], [-2.32894, -2.82320, 1.42705], [-2.30960, -0.61693, -0.63126], [-1.87786, -0.56522, 1.04266], [-0.00988, -2.42879, -0.35223], [0.09017, -0.90104, -1.16768], [1.80646, -0.90861, 0.74979], [0.37093, -1.04199, 1.83237], [0.98931, 1.22056, 1.75359], [0.60283, 1.11068, -1.23797], [0.95750, 2.52548, -0.34875], [3.22955, 2.04528, 0.00673], [3.13333, 0.31568, -0.36873], [4.01823, 0.62265, -2.46614], [-2.52187, 2.79909, 0.43507], [-1.72482, 2.49694, 0.89916], [-2.40599, 2.52508, -0.45088]], "atomic_forces_ev_per_a": [[-3.299, 1.156, -4.573], [-1.246, 2.775, 0.837], [1.247, -0.095, 0.252], [-3.452, 1.312, -0.320], [1.364, -0.714, -1.271], [-2.586, 0.934, 0.997], [-0.368, -0.987, -0.826], [0.997, -0.343, 0.188], [1.929, 0.076, 0.026], [0.402, 0.060, 1.228], [1.120, -1.607, 2.856], [1.067, -1.209, 0.627], [0.655, -0.725, -1.058], [0.314, 0.557, 0.366], [-0.549, -0.060, 0.149], [0.971, -0.725, -0.186], [0.571, -0.060, 0.189], [-0.136, -0.341, -0.809], [0.893, -0.275, 0.787], [0.426, -0.797, 0.244], [0.484, 0.391, 0.113], [-0.308, 0.202, 0.274], [-0.575, 0.603, -0.086], [0.118, 0.416, 1.659], [-0.248, -0.058, -0.228], [0.211, -0.485, -1.438]], "orbital_gap_ha": 0.3669, "e_homo_ev": -9.237, "e_tot_ev": -20869.1063, "relative_energy_kcal_mol": 28.5, "spin_multiplicity": 1, "total_charge": 0}


Q: Number 1 is which compound?
A: C6H17NO3


Q: What is the formula in the first record?
A: C6H17NO3